Entry 1:
A molecular structure, C29H40F5N5O2PPbSSe. Source: OMol25; level of theory: the ωB97M-V functional and the def2-TZVPD basis.

Computed properties:
Orbital gap: 5.64 eV
Net charge: +3
LUMO: -10.3617 eV
ΔE to the lowest compared entry with this formula, charge and spin: 0.0 kJ/mol
Highest occupied orbital energy: -15.997 eV

Cartesian coordinates (Å):
Pb1 -0.2565 -0.8636 -1.0263
N1 -1.9227 0.7622 -1.8992
C1 -1.8973 1.9587 -1.0393
C2 -2.5547 3.2001 -1.6320
C3 -1.8437 3.8363 -2.8399
C4 -1.8713 5.3625 -2.7674
N2 -0.9742 5.8136 -1.7094
C5 -0.5324 7.0573 -1.5583
N3 -0.9748 8.0442 -2.3343
N4 0.3857 7.3180 -0.6283
C6 -0.4558 2.1946 -0.5562
O1 -0.0441 3.3024 -0.3189
O2 0.2740 1.1281 -0.3592
H1 -1.7487 0.9951 -2.8755
H2 -2.8286 0.2998 -1.8574
H3 -2.4618 1.6896 -0.1370
H4 -2.6290 3.9243 -0.8178
H5 -3.5854 2.9526 -1.8933
H6 -2.3306 3.5425 -3.7689
H7 -0.8025 3.5129 -2.9081
H8 -2.8937 5.6937 -2.5561
H9 -1.5616 5.7980 -3.7180
H10 -0.6267 5.0962 -1.0719
H11 -1.7416 7.9061 -2.9704
H12 -0.6650 8.9914 -2.1953
H13 0.7087 6.5932 -0.0106
H14 0.6767 8.2616 -0.4297
C7 2.5409 0.4646 1.7924
C8 3.0242 -0.9292 1.3844
C9 4.0670 -0.8081 0.2755
C10 3.6151 -1.6122 2.6314
P1 1.5842 -1.9704 0.8224
C11 0.4243 -2.0980 2.1922
C12 -0.4004 -0.9972 2.4588
C13 -1.2098 -0.9848 3.5826
C14 -1.2031 -2.0687 4.4516
C15 -0.3918 -3.1640 4.1970
C16 0.4255 -3.1803 3.0767
C17 2.0008 -3.6107 0.0345
C18 3.1074 -4.3605 0.7928
C19 2.4663 -3.3693 -1.4061
C20 0.7375 -4.4770 -0.0201
H15 3.4209 1.0187 2.1198
H16 1.8547 0.4276 2.6371
H17 2.0790 1.0129 0.9731
H18 4.8408 -0.1217 0.6160
H19 3.6448 -0.3946 -0.6406
H20 4.5529 -1.7524 0.0500
H21 4.4712 -1.0112 2.9437
H22 3.9758 -2.6222 2.4545
H23 2.9028 -1.6225 3.4559
H24 -0.3705 -0.1204 1.8221
H25 -1.8266 -0.1233 3.7945
H26 -1.8230 -2.0553 5.3367
H27 -0.3815 -4.0018 4.8787
H28 1.0719 -4.0309 2.9141
H29 4.0685 -3.8552 0.7337
H30 3.2211 -5.3342 0.3154
H31 2.8672 -4.5380 1.8391
H32 3.3549 -2.7500 -1.4779
H33 1.6788 -2.9239 -2.0167
H34 2.6997 -4.3373 -1.8482
H35 0.3226 -4.7087 0.9545
H36 1.0067 -5.4195 -0.4963
H37 -0.0524 -4.0248 -0.6213
F1 -5.1151 -2.0533 4.1108
C21 -4.5160 -2.1585 2.9364
C22 -4.6008 -1.1080 2.0217
F2 -5.2865 -0.0184 2.3312
C23 -3.9319 -1.2132 0.8187
F3 -3.9840 -0.1858 -0.0445
C24 -3.1814 -2.3379 0.4829
Se1 -2.4662 -2.5488 -1.2246
C25 -3.0840 -3.3621 1.4301
F4 -2.3428 -4.4404 1.1720
C26 -3.7546 -3.2866 2.6443
F5 -3.6460 -4.2560 3.5405
S1 1.8473 -0.7201 -5.3494
C27 2.3475 0.5796 -4.3651
C28 1.7142 0.5487 -3.1674
N5 0.8358 -0.5015 -3.0409
C29 0.8198 -1.2491 -4.1276
H38 3.0780 1.2895 -4.7081
H39 1.8487 1.2317 -2.3497
H40 0.2066 -2.1267 -4.2367

Löwdin atomic charge list, values in e, 6 entries:
1 Pb 1.220
2 N -0.005
3 C -0.278
4 C -0.128
5 C -0.159
6 C -0.160



Entry 2:
A molecular structure, C29H40InO12P2. Source: OMol25; level of theory: the ωB97M-V functional and the def2-TZVPD basis.

Computed properties:
Orbital gap: 3.66 eV
Net charge: -1
LUMO: 0.0229 eV
Highest occupied orbital energy: -3.633 eV

Cartesian coordinates (Å):
C1 2.7686 -1.1595 0.7268
C2 3.1217 0.2987 0.9724
C3 2.6060 0.8648 2.3007
C4 1.2012 0.4287 2.7194
C5 0.8958 0.9289 4.1494
In1 -0.3625 1.1049 1.2790
P1 -1.1154 3.4226 2.0401
C6 -2.9092 3.6470 1.5901
C7 -0.3191 4.4581 0.7018
C8 -0.8131 4.2734 -0.7446
P2 -2.1191 -0.7520 1.3107
C9 -3.8257 -0.0107 1.1175
C10 -1.8968 -1.4640 -0.3970
C11 -2.8885 -2.5761 -0.7061
H1 3.1366 -1.8067 1.5297
H2 3.2146 -1.5137 -0.2077
H3 1.6901 -1.3011 0.6503
H4 4.2128 0.4050 0.9551
H5 2.7320 0.8964 0.1444
H6 3.3291 0.6131 3.0974
H7 2.6182 1.9601 2.2342
H8 1.1572 -0.6641 2.7267
H9 1.7208 1.5386 4.5361
H10 -0.0043 1.5444 4.2250
H11 0.7691 0.0950 4.8472
H12 0.3116 1.2553 -0.3699
H13 -3.2475 3.0809 0.7201
H14 -3.5297 3.3533 2.4390
H15 -3.0918 4.7101 1.4024
H16 0.7398 4.1910 0.7490
H17 -0.3779 5.5105 0.9959
H18 -1.0371 5.2325 -1.2206
H19 -0.0641 3.7660 -1.3508
H20 -1.7157 3.6633 -0.7942
H21 -4.5624 -0.6804 1.5638
H22 -3.8866 0.9467 1.6355
H23 -4.0975 0.1499 0.0716
H24 -0.8817 -1.8723 -0.4060
H25 -1.9357 -0.6892 -1.1683
H26 -3.9188 -2.2254 -0.6165
H27 -2.7611 -2.9571 -1.7231
H28 -2.7580 -3.4045 -0.0072
C12 8.1561 -1.3478 -1.8094
C13 8.0245 -0.4305 -0.8406
C14 7.0679 -0.6054 0.3251
O1 7.0638 0.2928 1.1474
C15 6.2518 -1.7951 0.3821
C16 6.3826 -2.7140 -0.5860
C17 7.3490 -2.5456 -1.7419
O2 7.3811 -3.4456 -2.5645
O3 5.6924 -3.8394 -0.6348
O4 8.7049 0.7031 -0.7907
H29 8.8356 -1.2292 -2.6413
H30 5.5492 -1.9038 1.1964
H31 5.9683 -4.3046 -1.4495
H32 8.3914 1.1556 0.0210
C18 -9.2836 4.4555 0.9146
C19 -8.4561 3.4044 0.8168
C20 -6.9467 3.5561 0.8205
O5 -6.3062 2.5267 0.7405
C21 -6.3760 4.8825 0.9212
C22 -7.2042 5.9303 1.0196
C23 -8.7111 5.7781 1.0273
O6 -9.3616 6.8057 1.1290
O7 -6.8032 7.1916 1.1174
O8 -8.8535 2.1481 0.7126
H33 -10.3598 4.3572 0.9156
H34 -5.2982 4.9721 0.9141
H35 -7.6212 7.7236 1.1792
H36 -8.0297 1.6164 0.6692
C24 1.2593 -5.8629 -4.6486
C25 0.6072 -6.3867 -3.6005
C26 1.2149 -6.4505 -2.2122
O9 0.5245 -6.9517 -1.3447
C27 2.5484 -5.9253 -2.0091
C28 3.2007 -5.4133 -3.0607
C29 2.5938 -5.3467 -4.4470
O10 3.2875 -4.8514 -5.3180
O11 4.4331 -4.9283 -3.0037
O12 -0.6075 -6.9052 -3.6676
H37 0.8308 -5.8127 -5.6393
H38 2.9737 -5.9637 -1.0162
H39 4.6470 -4.6148 -3.9064
H40 -0.8271 -7.1882 -2.7564

Löwdin atomic charge list, values in e, 6 entries:
1 C -0.129
2 C -0.284
3 C -0.298
4 C -0.478
5 C -0.177
6 In 0.287



Entry 3:
A molecular structure, C29H40MoO2S5Se in a non-equilibrium geometry. Source: OMol25; level of theory: the ωB97M-V functional and the def2-TZVPD basis.

Computed properties:
Orbital gap (alpha / beta): 6.14 / 5.07 eV
Expectation value of S²: 0.8312
Spin multiplicity: 2
Net charge: +1
LUMO (alpha / beta): -4.8165 / -5.8458 eV
ΔE to the lowest compared entry with this formula, charge and spin: 98.5 kJ/mol
Highest occupied orbital energy (alpha / beta): -10.952 / -10.915 eV

Cartesian coordinates (Å):
Mo1 0.2492 -2.9165 2.1378
C1 -2.0131 4.9796 1.6106
C2 -2.5889 3.7149 0.9736
C3 -4.0810 3.6300 1.3231
C4 -2.4243 3.8235 -0.5502
C5 -1.8824 2.4528 1.4581
C6 -2.2701 1.2150 0.9465
C7 -1.6222 0.0609 1.3271
Se1 -2.1541 -1.5933 0.5169
C8 -0.8727 -1.6089 -0.9065
C9 -1.1563 -0.8604 -2.0295
C10 -0.2692 -0.8056 -3.1016
C11 0.8825 -1.5666 -3.0058
C12 1.2114 -2.3708 -1.9070
C13 0.3147 -2.3602 -0.8358
O1 0.5698 -3.0565 0.3092
C14 2.5170 -3.1688 -2.0063
C15 3.6932 -2.1895 -2.1462
C16 2.4410 -4.0754 -3.2468
C17 2.8145 -4.0803 -0.8136
C18 -0.5989 0.0709 -4.3050
C19 -0.7160 1.5298 -3.8378
C20 -1.9335 -0.3823 -4.9135
C21 0.4787 -0.0073 -5.3866
C22 -0.5677 0.0984 2.2601
O2 0.0608 -1.0698 2.4981
C23 -0.1765 1.3150 2.8273
C24 -0.8535 2.4595 2.3829
C25 0.9285 1.5326 3.8680
C26 1.5744 0.2569 4.4158
C27 2.0382 2.3875 3.2370
C28 0.3302 2.2758 5.0741
H1 -2.5461 5.8503 1.2276
H2 -0.9558 5.1083 1.3712
H3 -2.1281 4.9755 2.6961
H4 -4.5980 4.5230 0.9686
H5 -4.2232 3.5589 2.4026
H6 -4.5581 2.7646 0.8616
H7 -2.9118 4.7284 -0.9159
H8 -2.8742 2.9740 -1.0666
H9 -1.3687 3.8680 -0.8247
H10 -3.0804 1.1498 0.2320
H11 -2.0827 -0.3017 -2.0634
H12 1.5754 -1.5521 -3.8330
H13 3.6057 -1.5614 -3.0318
H14 4.6275 -2.7479 -2.2260
H15 3.7599 -1.5364 -1.2740
H16 2.3085 -3.5091 -4.1676
H17 1.6111 -4.7787 -3.1602
H18 3.3656 -4.6473 -3.3394
H19 2.9484 -3.5189 0.1117
H20 3.7420 -4.6191 -1.0144
H21 2.0207 -4.8148 -0.6740
H22 -1.5039 1.6526 -3.0929
H23 -0.9530 2.1760 -4.6843
H24 0.2218 1.8729 -3.3968
H25 -2.7540 -0.3024 -4.1996
H26 -1.8759 -1.4188 -5.2495
H27 -2.1819 0.2413 -5.7736
H28 1.4480 0.3336 -5.0178
H29 0.2011 0.6356 -6.2220
H30 0.5883 -1.0219 -5.7745
H31 -0.5419 3.4077 2.7947
H32 2.0898 -0.3116 3.6423
H33 0.8305 -0.3796 4.8978
H34 2.3105 0.5367 5.1706
H35 2.4797 1.8782 2.3783
H36 2.8268 2.5683 3.9694
H37 1.6668 3.3555 2.9010
H38 -0.4669 1.6890 5.5337
H39 -0.0787 3.2488 4.8052
H40 1.1075 2.4406 5.8220
S1 1.0565 -3.1720 4.4670
S2 0.2583 -4.8069 5.3057
S3 -1.1811 -5.5790 4.1255
S4 -1.5451 -4.1333 2.6635
S5 2.3578 -5.8743 2.2751
C29 1.4776 -4.6417 2.2050

Löwdin atomic charge list, values in e, 6 entries:
1 Mo 1.065
2 C -0.058
3 C -0.554
4 C -0.037
5 C -0.042
6 C -0.146



Q: Which value of net charge does entry 2 give?
A: -1



Q: Which formula does entry 1 have?
A: C29H40F5N5O2PPbSSe